146
Properties=species:S:1:pos:R:3:forces:R:3:mulliken_charge:R:1 method="wB97M-V/def2-TZVPD" gap_ev=10.66 smiles="O=S1(=O)OCCO1.CCOC(=O)OC.CCOC(=O)OC.CCOC(=O)OC.CCOC(=O)OC.CCOC(=O)OC.CCOC(=O)OC.CCOC(=O)OC.CCOC(=O)OC.CCOC(=O)OC" relative_energy_kcal_mol=136.7 lumo_energy_ev=0.5 homo_energy_ev=-10.20
S -0.46500 0.99742 0.91925 -1.113 -0.864 1.172 0.689
O -3.79691 -5.09050 0.60950 4.500 -4.285 1.437 -0.308
O 0.64589 -4.20386 -0.26101 1.616 0.672 2.607 -0.549
O -0.16297 -0.59521 0.49507 1.668 0.869 1.146 -0.295
O -1.41304 1.17161 -0.33470 0.813 2.316 1.571 -0.315
O 0.24507 5.25619 -2.66213 2.231 -1.634 -1.849 -0.642
O 0.74230 1.80388 0.83710 -1.851 -1.642 -0.126 -0.165
O 6.40507 -2.07973 5.36689 -2.038 1.207 -2.195 -0.307
O 0.62306 -4.27535 2.07976 0.147 0.369 -3.524 0.298
O -5.26789 -0.67826 2.49044 0.871 -0.450 1.645 0.018
O -1.30947 1.06395 2.12040 2.139 -0.252 -2.216 -0.563
O -2.61086 -0.23121 -5.59951 0.482 0.569 -0.221 -0.258
O -4.37762 -3.20937 -0.31781 -0.885 -0.543 0.137 -0.579
O -4.95003 -1.87870 4.52222 0.688 2.623 -2.630 -0.643
O -6.70049 1.95964 -0.61153 -3.067 1.174 2.233 -0.186
O -5.84668 -4.75124 0.65590 0.308 0.581 -1.116 -0.398
O 4.34561 1.05769 -2.04908 -0.247 -0.641 2.163 -0.629
O 3.58595 -0.36724 -0.35660 1.119 1.597 -0.742 0.101
O 4.96315 -1.01841 4.01300 1.274 -1.095 1.707 -0.352
O -4.60813 0.60993 -5.47095 -1.241 0.591 -0.766 -0.366
O 4.41855 3.65042 2.29488 0.246 -0.785 -0.061 -0.498
O 5.18790 1.03779 0.07844 -0.127 -0.240 0.139 -0.111
O -5.66077 3.83552 0.12530 -0.987 -0.959 0.298 -0.538
O 5.26027 5.76150 2.40222 1.205 0.024 0.509 -0.376
O 0.82330 3.73046 -4.25649 0.149 -1.100 -1.371 -0.271
O 3.66522 5.41931 1.04508 1.068 0.287 1.089 -0.385
O -3.25324 -1.16133 3.18189 0.350 0.905 0.215 -0.145
O -3.18923 0.94583 -3.70587 -0.969 -1.561 -3.079 -0.321
O 7.19531 -1.05519 3.40023 -1.734 -0.246 1.726 -0.570
O 2.20483 5.30037 -3.85392 0.186 -0.003 0.109 -0.358
O -7.92673 3.72968 -0.08341 0.903 -4.323 -0.886 -0.356
O 2.65512 -4.05278 0.97172 -4.192 1.759 2.021 -0.243
C -2.28897 -1.88516 3.94701 0.808 -2.465 -0.184 -0.451
C 6.27971 -1.30474 4.17704 0.953 -1.609 0.016 0.680
C -1.70690 -6.31556 0.51642 -0.810 1.167 -0.472 -1.298
C 0.23153 1.48126 -4.73632 -0.214 0.350 0.158 -0.999
C 4.36954 0.65741 -0.89005 -0.131 -0.506 -1.148 0.402
C -5.56160 1.53636 -1.16359 3.604 -3.461 -2.965 -0.062
C -4.61957 -4.26457 0.24849 -4.427 4.231 -1.196 0.914
C -6.69255 -0.87733 2.47080 -0.016 -0.234 1.345 -0.491
C -1.21612 -1.16965 -0.26798 -1.017 -0.587 1.712 0.636
C 2.63574 4.69728 0.40962 0.298 -1.017 0.067 -0.507
C 4.60706 -0.07453 3.01181 0.864 1.165 -0.829 0.240
C -1.74235 -0.00849 -0.98778 -0.981 0.689 -2.855 1.001
C 6.49631 5.37252 3.04091 0.216 -1.061 -0.446 -0.366
C 1.26186 -4.13366 0.79533 0.512 -1.059 1.398 0.295
C 7.35814 1.73698 -0.91791 0.095 -0.426 0.812 -1.323
C -7.03459 -3.93494 0.61740 0.115 -0.834 0.593 -0.597
C 2.61595 -0.84812 -1.25175 -1.356 -0.743 -0.329 0.054
C 2.77224 6.29375 -2.99914 -0.017 0.048 0.997 -0.309
C -3.49373 0.48016 -4.82080 3.026 0.608 1.381 0.704
C 7.64141 5.06017 2.04890 -1.477 0.640 1.209 -0.651
C -8.21900 5.02185 0.24123 -0.332 1.455 0.122 -0.669
C 1.03524 4.75435 -3.49989 -2.456 2.856 2.413 0.876
C 4.47739 4.78748 1.94775 -1.503 1.779 -0.933 0.769
C -0.30013 2.82858 -4.16815 0.581 -1.113 0.697 -0.077
C -5.52003 1.59528 -5.06544 -2.046 1.453 0.904 -0.873
C 1.32366 -4.53655 3.28975 2.189 -1.057 -0.499 -0.236
C -5.50539 -0.06141 -1.17505 -0.473 1.121 0.188 -1.168
C -6.65456 3.17250 -0.09154 -0.355 3.817 -0.712 0.684
C -2.28062 -3.43202 3.49026 0.338 1.142 1.276 -0.622
C 3.26437 0.58810 3.33046 0.634 -0.427 0.934 -1.192
C 7.56068 -2.81003 5.76780 0.466 1.636 -0.267 -0.637
C 6.11593 2.13058 -0.07798 0.321 0.499 -0.199 0.121
C -1.45675 -0.93715 -7.77272 0.132 0.035 0.991 -1.172
C 3.46972 -3.96690 -0.13194 1.213 -3.418 -1.857 -1.007
C -2.68704 -0.26977 -7.09873 -0.445 -0.530 -0.303 -0.256
C -4.52238 -1.21040 3.55374 -1.934 -3.026 0.207 0.437
C -2.46018 -5.02009 0.05468 0.853 -1.577 0.431 0.706
C 1.70736 -6.03898 3.48640 -1.409 0.777 -0.281 -1.270
H -5.18735 2.35688 -4.36018 0.850 -0.518 0.121 0.288
H 1.83952 -6.17131 4.56024 0.558 -0.241 -0.144 0.427
H -1.91414 -4.14087 0.39661 -0.402 0.055 -0.065 -0.665
H -2.82185 0.06316 -1.12063 0.137 -0.620 -0.235 -1.074
H 0.41351 1.49725 -5.81090 0.000 0.320 -0.030 0.327
H 7.39492 4.25604 1.35557 0.008 0.198 -0.002 0.012
H -1.44264 -0.87520 -8.86087 -0.928 -0.057 -0.053 0.396
H -5.94116 2.20544 -5.86447 0.620 -0.508 -0.814 0.411
H 1.95032 4.25172 1.13058 -0.167 0.211 -0.061 0.348
H -2.53891 -5.04947 -1.03207 -0.052 0.401 0.054 0.517
H -7.90188 -4.50342 0.28164 0.403 -0.501 -0.495 0.333
H 2.15525 5.39063 -0.28067 -0.099 -0.282 0.255 0.237
H -5.11588 -0.53146 -0.27204 0.295 0.230 -0.026 0.147
H 8.34633 4.69881 2.79763 0.928 0.208 -0.710 0.338
H 4.70173 -0.54864 2.03490 -0.485 -0.073 0.037 0.191
H 4.52385 -3.95315 0.14506 -0.224 1.285 0.401 0.269
H -2.35201 -1.78143 5.03023 -1.123 -0.156 -0.033 0.398
H 3.18637 -3.44009 -1.04314 -0.180 0.496 0.714 0.416
H -0.49019 -0.47384 -7.57470 -0.145 0.238 0.730 0.271
H 2.60315 -0.16494 3.75922 -0.387 -0.095 -0.545 0.466
H -1.63656 -3.99748 4.16371 0.109 0.193 0.457 0.371
H 5.58245 3.00752 -0.44470 -0.063 -0.148 -0.478 0.208
H 8.15043 1.32445 -0.29326 -0.457 -0.777 0.411 0.318
H -6.97345 -1.92206 2.33762 0.393 0.090 -0.671 -0.019
H -1.79461 -3.64588 2.53834 -0.544 0.536 -0.277 -0.129
H 2.12499 7.12283 -2.71315 -0.362 0.050 -0.820 0.314
H -9.30408 5.12215 0.21605 -0.182 -0.519 0.967 0.246
H -0.93868 -1.99405 -0.92485 0.756 0.291 0.096 0.388
H -8.04676 5.70668 -0.58910 1.285 0.243 0.159 0.290
H -6.51361 -0.46231 -1.27935 -0.313 0.294 0.056 0.552
H -6.97053 -3.05401 -0.02132 0.396 0.179 0.555 0.203
H 5.42086 0.64985 3.04503 -0.190 0.410 -0.327 0.255
H 1.17522 1.22755 -4.25345 0.071 0.217 0.055 0.280
H 8.22752 -3.01799 4.93104 -0.114 -0.192 0.012 0.313
H 3.13519 3.87517 -0.10300 -0.433 -0.166 -0.451 0.179
H -7.23744 -3.84929 1.68492 -0.173 1.137 -0.144 0.239
H -2.87205 0.67937 -7.60171 0.260 0.594 0.869 0.320
H -3.59168 -0.82518 -7.34621 0.131 -0.334 0.117 0.354
H 1.87787 -0.10098 -1.54350 0.432 0.404 -0.242 0.183
H -7.74998 5.23588 1.20160 -0.211 0.821 -0.200 0.298
H 2.30210 -4.06753 3.18594 -0.232 0.624 0.570 0.231
H -5.54920 1.81139 -2.21825 -0.400 0.056 -0.333 -0.188
H -2.05109 -7.16599 -0.07213 0.064 -0.019 0.063 0.466
H 6.39105 4.46776 3.63960 -0.672 0.080 0.121 0.277
H 7.84557 6.01547 1.56535 0.737 -0.413 -0.241 0.325
H -5.00985 -0.44666 -2.06619 0.457 0.252 0.186 0.392
H 0.88576 -6.69294 3.19413 -0.218 0.038 0.047 0.269
H 8.03820 -2.09214 6.43467 0.624 -0.489 0.214 0.266
H 7.99619 2.49509 -1.37207 -1.044 0.678 -0.451 0.365
H -4.63609 2.02903 -0.86557 -0.204 -0.266 1.017 0.529
H 3.43879 -5.03166 -0.36313 0.292 -0.301 -1.529 0.454
H -1.28128 -1.48941 3.82033 -0.269 0.448 -1.032 0.289
H 6.82845 6.16595 3.71044 -0.439 0.201 -0.226 0.378
H -1.91470 -6.51016 1.56859 0.199 0.074 0.002 0.282
H 2.54716 -6.32254 2.85203 0.219 0.136 0.413 0.282
H -1.19866 3.21162 -4.65192 0.302 0.184 -0.253 0.289
H -0.64871 -6.12751 0.33482 -0.095 -0.265 0.144 0.146
H -1.21699 0.09435 -1.93726 -0.423 -0.268 -0.417 -0.188
H 1.99181 -1.58462 -0.74568 0.351 -0.004 0.474 -0.619
H 7.02529 0.99110 -1.63970 0.326 0.192 -0.188 0.390
H -1.38289 -1.98338 -7.47601 0.010 0.012 -0.078 0.298
H 3.40290 1.27730 4.16347 0.186 0.176 -0.018 0.341
H -7.11687 -0.19590 1.73344 0.236 -0.250 -0.036 0.159
H -6.42150 1.17808 -4.61666 0.248 -0.585 0.163 0.331
H 2.83071 1.17586 2.52140 0.091 -0.451 -0.154 0.128
H 3.02491 -1.36776 -2.11825 0.291 0.411 -0.141 0.432
H 3.69748 6.64200 -3.45822 -0.276 -0.116 -0.103 0.276
H -0.53865 2.70162 -3.11218 -0.089 0.050 0.033 0.131
H -7.13584 -0.69257 3.44930 0.168 0.583 0.119 0.436
H -3.25465 -3.90223 3.62542 -0.113 0.254 -0.423 0.419
H -1.95506 -1.58340 0.41823 -0.104 -0.010 0.201 -0.397
H -0.42970 0.63255 -4.56147 -0.349 0.313 0.150 0.259
H 0.75344 -4.13678 4.12829 -0.106 0.014 -0.360 0.486
H 2.98810 5.87462 -2.01637 0.370 -0.385 -0.234 -0.117
H 6.32867 2.37690 0.96229 0.318 -0.186 -0.118 0.085
H 7.26202 -3.69365 6.33183 -0.181 0.080 -0.340 0.219